{
  "formula": "C6H11N2S2",
  "method": "ωB97M-V with the def2-TZVPD basis set",
  "elements": ["C", "C", "C", "C", "C", "C", "N", "N", "S", "S", "H", "H", "H", "H", "H", "H", "H", "H", "H", "H", "H"],
  "positions_angstrom": [[-0.065, 2.192, -0.053], [-1.304, 1.557, -0.094], [1.149, 1.548, -0.025], [-1.457, 0.247, -0.514], [-0.497, -0.838, -0.610], [1.299, 0.106, -0.160], [-0.488, -1.847, 0.395], [1.492, -0.470, 1.106], [-3.114, -0.500, -0.731], [2.412, -0.705, -1.322], [-0.161, 3.209, 0.196], [-2.146, 2.276, 0.050], [2.047, 2.244, 0.055], [-0.233, -1.252, -1.643], [-1.189, -1.795, 1.180], [-0.130, -2.821, 0.095], [1.246, 0.166, 1.864], [2.370, -0.918, 1.267], [0.669, -1.353, 1.104], [-3.694, 0.547, -0.998], [1.646, -0.470, -2.387]],
  "lowdin_charge": [-0.085, -0.098, -0.091, -0.516, -0.300, -0.710, 0.036, 0.073, 0.866, 0.849, 0.103, 0.136, 0.143, 0.136, 0.160, 0.186, 0.169, 0.129, 0.124, -0.203, -0.108],
  "e_above_lowest_kcal_mol": 90.05,
  "smiles": "N/C=C(S)/C=C\\C=C(/[NH3+])S",
  "molar_mass_g_mol": 175.3,
  "total_charge": 1,
  "multiplicity": 1
}

{
  "formula": "C17H30ClI2LaN2OP2",
  "method": "ωB97M-V with the def2-TZVPD basis set",
  "elements": ["I", "I", "La", "P", "C", "C", "H", "H", "H", "H", "H", "H", "C", "H", "H", "H", "P", "C", "C", "H", "H", "H", "C", "H", "H", "H", "H", "H", "H", "Cl", "C", "N", "N", "C", "O", "C", "C", "C", "C", "C", "C", "C", "C", "C", "H", "H", "H", "H", "H", "H", "H", "H", "H", "H", "H", "H"],
  "positions_angstrom": [[4.938, -4.349, 1.865], [2.342, -4.452, 2.724], [1.882, -1.490, 0.787], [2.168, 0.301, 3.051], [0.686, 0.334, 4.132], [3.511, -0.568, 3.992], [3.795, -0.109, 4.959], [2.903, 2.683, 3.664], [4.424, -0.640, 3.382], [3.526, 2.098, 2.093], [0.337, -0.688, 4.318], [3.298, -1.640, 4.156], [2.669, 2.053, 2.782], [0.745, 0.832, 5.111], [1.890, 2.573, 2.203], [-0.183, 0.763, 3.616], [1.982, -2.229, -1.943], [0.345, -2.925, -2.346], [2.387, -0.889, -3.122], [4.237, -3.104, -1.453], [3.463, -4.015, -2.792], [3.105, -4.278, -1.038], [3.285, -3.518, -1.821], [3.284, -0.346, -2.779], [2.546, -1.222, -4.168], [0.299, -3.409, -3.334], [-0.475, -2.191, -2.310], [1.619, -0.095, -3.117], [0.023, -3.662, -1.596], [4.128, -0.412, 0.243], [-4.407, 1.708, 0.072], [-3.128, 1.098, 0.306], [-2.043, 1.140, -0.516], [-1.003, 0.397, 0.042], [0.199, 0.352, -0.433], [-1.611, -0.153, 1.240], [-2.863, 0.367, 1.396], [-3.853, 0.251, 2.516], [-2.146, 1.609, -1.863], [-2.616, 2.898, -2.095], [-2.592, 3.407, -3.388], [-2.070, 2.617, -4.422], [-1.562, 1.332, -4.172], [-1.595, 0.821, -2.876], [-4.346, 2.140, -0.921], [-4.618, 2.490, 0.810], [-5.201, 0.959, 0.181], [-1.163, -0.852, 1.955], [-4.158, 1.154, 3.071], [-4.803, -0.276, 2.336], [-3.341, -0.358, 3.261], [-2.940, 3.479, -1.221], [-2.967, 4.417, -3.559], [-2.057, 3.013, -5.435], [-1.121, 0.723, -4.966], [-1.149, -0.135, -2.581]],
  "lowdin_charge": [0.241, 0.165, 1.133, 0.654, -0.283, -0.281, 0.069, 0.068, 0.030, 0.034, 0.037, 0.001, -0.260, 0.065, 0.051, 0.028, 0.643, -0.263, -0.247, 0.026, 0.066, 0.020, -0.285, 0.039, 0.066, 0.064, 0.030, 0.047, 0.047, -0.124, 0.023, -0.058, 0.070, -0.386, -0.188, 0.013, -0.251, 0.002, -0.186, -0.036, -0.040, -0.048, -0.050, -0.010, 0.075, 0.116, 0.115, 0.092, 0.107, 0.103, 0.081, 0.127, 0.122, 0.117, 0.116, 0.091],
  "e_above_lowest_kcal_mol": 0.00,
  "molar_mass_g_mol": 768.6,
  "total_charge": 2,
  "multiplicity": 1
}

{
  "formula": "C7H11F6N2O5S5Sc",
  "method": "ωB97M-V with the def2-TZVPD basis set",
  "elements": ["Sc", "F", "C", "F", "F", "S", "O", "O", "N", "S", "O", "O", "C", "F", "F", "F", "S", "C", "N", "C", "C", "S", "H", "H", "H", "H", "H", "C", "S", "C", "O", "H", "H", "H", "H", "H", "H"],
  "positions_angstrom": [[-0.026, -0.914, 0.007], [2.007, -4.416, 1.652], [0.859, -4.133, 1.099], [0.373, -2.988, 1.668], [-0.017, -5.088, 1.260], [1.118, -3.766, -0.717], [1.321, -2.272, -0.646], [2.198, -4.532, -1.189], [-0.261, -4.069, -1.411], [-1.281, -2.894, -1.527], [-0.902, -1.812, -2.402], [-1.570, -2.299, -0.175], [-2.847, -3.734, -2.102], [-2.621, -4.232, -3.290], [-3.762, -2.787, -2.142], [-3.160, -4.662, -1.234], [1.278, -0.043, 2.001], [1.015, 1.591, 2.424], [1.622, 2.119, 3.456], [1.428, 3.556, 3.684], [0.097, 3.892, 3.020], [-0.056, 2.697, 1.643], [2.285, 1.578, 3.997], [2.258, 4.101, 3.232], [1.406, 3.762, 4.752], [0.075, 4.902, 2.623], [-0.750, 3.742, 3.685], [1.092, 2.102, -2.765], [-0.477, 1.321, -2.466], [-1.493, 2.751, -2.176], [-0.302, 0.726, -1.025], [1.010, 2.640, -3.711], [1.838, 1.315, -2.866], [1.330, 2.779, -1.947], [-1.543, 3.303, -3.115], [-1.055, 3.359, -1.387], [-2.489, 2.403, -1.910]],
  "lowdin_charge": [0.964, 0.220, -0.643, 0.053, 0.215, 0.731, -0.386, -0.148, -0.249, 0.716, -0.284, -0.354, -0.688, 0.218, 0.196, 0.214, 0.711, -1.028, -0.021, -0.164, -0.357, 0.990, 0.167, 0.138, 0.142, 0.096, 0.096, -0.198, 1.030, -0.205, -0.639, 0.088, 0.078, 0.077, 0.087, 0.059, 0.079],
  "e_above_lowest_kcal_mol": 0.00,
  "molar_mass_g_mol": 522.5,
  "total_charge": 2,
  "multiplicity": 1
}

{
  "formula": "C23H37N2O2P3W",
  "method": "ωB97M-V with the def2-TZVPD basis set",
  "elements": ["P", "C", "H", "H", "H", "C", "H", "H", "H", "C", "H", "H", "H", "P", "C", "H", "H", "H", "C", "H", "H", "H", "C", "H", "H", "H", "P", "C", "H", "H", "H", "C", "H", "H", "H", "C", "H", "H", "H", "W", "C", "O", "C", "O", "C", "C", "C", "C", "C", "C", "H", "H", "H", "H", "H", "H", "N", "C", "C", "C", "C", "N", "C", "C", "H", "H", "H", "H"],
  "positions_angstrom": [[3.549, -1.793, 0.373], [4.331, -1.634, 2.014], [5.406, -1.829, 1.899], [3.850, -2.381, 2.661], [4.137, -0.628, 2.412], [4.496, -3.160, -0.380], [4.535, -3.023, -1.470], [3.942, -4.080, -0.145], [5.496, -3.176, 0.068], [4.297, -0.355, -0.492], [5.333, -0.260, -0.145], [3.746, 0.562, -0.249], [4.281, -0.487, -1.581], [-1.349, 3.554, -1.208], [-1.419, 3.943, 0.559], [-1.709, 4.984, 0.746], [-0.432, 3.753, 0.998], [-2.136, 3.271, 1.049], [-0.419, 4.890, -2.009], [-0.469, 4.778, -3.099], [0.635, 4.789, -1.719], [-0.776, 5.883, -1.723], [-3.054, 3.675, -1.813], [-3.513, 4.648, -1.607], [-3.635, 2.885, -1.320], [-3.075, 3.482, -2.893], [-2.637, -2.247, 0.373], [-3.101, -2.131, 2.089], [-4.005, -2.744, 2.253], [-3.313, -1.080, 2.346], [-2.289, -2.502, 2.736], [-3.954, -2.539, -0.795], [-4.374, -3.534, -0.596], [-3.570, -2.498, -1.826], [-4.735, -1.772, -0.676], [-1.211, -3.265, 0.035], [-1.519, -4.315, 0.104], [-0.413, -3.043, 0.756], [-0.840, -3.044, -0.977], [0.078, 0.730, -2.209], [0.827, 1.329, -0.414], [1.375, 1.707, 0.569], [-1.784, -0.516, -0.438], [-2.333, 0.421, 0.108], [-1.413, 0.549, -3.591], [-0.899, -0.721, -3.215], [0.503, -0.959, -3.239], [1.403, 0.094, -3.581], [0.892, 1.379, -3.929], [-0.519, 1.614, -3.913], [-2.483, 0.737, -3.523], [-1.559, -1.514, -2.881], [0.910, -1.921, -2.962], [2.463, -0.087, -3.556], [1.590, 2.172, -4.133], [-0.892, 2.610, -4.086], [0.247, -0.599, 7.480], [0.227, -0.541, 6.310], [0.194, -0.470, 4.867], [0.710, -1.504, 4.086], [0.618, -1.395, 2.692], [0.038, -0.363, 2.086], [-0.437, 0.639, 2.822], [-0.374, 0.636, 4.221], [1.166, -2.387, 4.536], [1.038, -2.181, 2.056], [-0.902, 1.481, 2.305], [-0.768, 1.482, 4.782]],
  "lowdin_charge": [1.026, -0.210, 0.089, 0.062, 0.073, -0.204, 0.069, 0.067, 0.089, -0.217, 0.094, 0.032, 0.052, 0.871, -0.233, 0.088, 0.043, 0.051, -0.222, 0.056, 0.061, 0.084, -0.220, 0.088, 0.053, 0.056, 0.948, -0.135, 0.103, 0.085, 0.080, -0.150, 0.102, 0.075, 0.097, -0.173, 0.097, 0.041, 0.058, 1.318, -0.160, 0.121, -0.152, 0.005, -0.163, -0.236, -0.196, -0.190, -0.172, -0.205, 0.159, 0.121, 0.146, 0.150, 0.163, 0.130, 0.242, -0.125, -0.185, 0.017, -0.182, 0.019, -0.138, 0.042, 0.140, 0.070, 0.092, 0.143],
  "molar_mass_g_mol": 650.3,
  "total_charge": 4,
  "e_tot_ha": -2247.9537,
  "multiplicity": 3
}

{
  "formula": "C18H47NO4PtSi2",
  "method": "ωB97M-V with the def2-TZVPD basis set",
  "elements": ["O", "O", "C", "C", "H", "H", "H", "H", "H", "C", "C", "H", "H", "H", "H", "H", "C", "C", "C", "H", "H", "H", "H", "H", "C", "H", "H", "H", "H", "H", "H", "Pt", "C", "Si", "H", "H", "C", "C", "C", "C", "Si", "H", "H", "C", "C", "C", "H", "H", "H", "H", "H", "H", "H", "H", "H", "H", "H", "H", "H", "H", "H", "H", "H", "H", "N", "C", "C", "O", "O", "H", "H", "H", "H"],
  "positions_angstrom": [[-1.266, -2.341, -1.013], [-2.484, -0.320, -2.031], [-0.439, -3.468, -1.319], [0.640, -3.731, -0.282], [-0.002, -3.236, -2.297], [-1.083, -4.355, -1.439], [1.175, -2.812, -0.014], [1.361, -4.447, -0.691], [0.214, -4.177, 0.623], [-2.137, -2.511, 0.128], [-3.357, -3.316, -0.228], [-2.401, -1.496, 0.450], [-1.577, -2.976, 0.955], [-3.898, -2.837, -1.053], [-4.010, -3.378, 0.649], [-3.081, -4.336, -0.521], [-3.642, 0.526, -1.990], [-2.221, -0.886, -3.334], [-4.345, 0.352, -0.666], [-4.330, 0.270, -2.814], [-3.310, 1.568, -2.122], [-4.728, -0.669, -0.551], [-5.203, 1.027, -0.634], [-3.692, 0.590, 0.182], [-3.134, -2.043, -3.632], [-1.168, -1.201, -3.318], [-2.324, -0.104, -4.104], [-2.946, -2.860, -2.929], [-2.937, -2.404, -4.645], [-4.182, -1.733, -3.577], [-1.086, -0.535, -0.952], [1.268, 1.087, 1.603], [-0.378, 0.246, -0.366], [0.529, 1.337, -1.625], [-1.059, 0.827, 0.258], [0.271, -0.412, 0.238], [1.735, 0.208, -2.534], [1.428, 2.846, -0.931], [-0.623, 2.154, -2.888], [2.971, 0.197, 1.335], [3.980, 1.359, 2.463], [3.339, 0.174, 0.298], [2.966, -0.831, 1.730], [4.938, 2.543, 1.365], [5.195, 0.275, 3.412], [3.061, 2.357, 3.771], [-0.072, 2.973, -3.375], [-1.505, 2.588, -2.397], [-0.957, 1.462, -3.670], [2.675, 0.108, -1.972], [1.964, 0.642, -3.519], [1.309, -0.795, -2.688], [2.168, 2.618, -0.146], [0.698, 3.558, -0.522], [1.963, 3.321, -1.768], [5.449, -0.624, 2.838], [4.773, -0.036, 4.376], [6.125, 0.825, 3.611], [2.917, 1.745, 4.670], [2.077, 2.731, 3.448], [3.669, 3.226, 4.054], [5.867, 2.844, 1.869], [4.359, 3.448, 1.143], [5.208, 2.057, 0.419], [-0.021, 0.208, 3.000], [-0.929, 1.182, 3.641], [-1.106, 2.360, 2.696], [-2.043, 3.127, 2.840], [-0.198, 2.456, 1.749], [-0.574, -0.533, 2.566], [0.524, -0.261, 3.724], [-1.892, 0.714, 3.874], [-0.475, 1.528, 4.579]],
  "lowdin_charge": [-0.266, -0.261, -0.249, -0.066, 0.119, 0.113, 0.075, 0.081, 0.068, -0.249, -0.069, 0.100, 0.112, 0.061, 0.085, 0.077, -0.245, -0.255, -0.059, 0.117, 0.106, 0.070, 0.082, 0.075, -0.065, 0.112, 0.114, 0.059, 0.084, 0.078, 0.073, 1.093, -0.220, 0.477, 0.021, 0.002, -0.169, -0.206, -0.168, -0.493, 0.385, -0.007, -0.008, -0.192, -0.191, -0.204, 0.036, 0.027, 0.014, 0.018, 0.034, 0.018, -0.021, 0.040, 0.039, 0.027, 0.023, 0.028, 0.027, 0.004, 0.040, 0.029, 0.030, 0.031, -0.106, -0.132, -0.643, 0.044, -0.262, 0.098, 0.106, 0.126, 0.130],
  "e_above_lowest_kcal_mol": 9.15,
  "molar_mass_g_mol": 592.8,
  "total_charge": 0,
  "multiplicity": 3
}

{
  "formula": "H34O17",
  "method": "ωB97M-V with the def2-TZVPD basis set",
  "elements": ["O", "H", "H", "O", "H", "H", "O", "H", "H", "O", "H", "H", "O", "H", "H", "O", "H", "H", "O", "H", "H", "O", "H", "H", "O", "H", "H", "O", "H", "H", "O", "H", "H", "O", "H", "H", "O", "H", "H", "O", "H", "H", "O", "H", "H", "O", "H", "H", "O", "H", "H"],
  "positions_angstrom": [[3.257, 1.291, -0.132], [2.990, 0.400, 0.192], [2.613, 1.863, 0.272], [0.689, -1.214, -3.376], [-0.049, -0.817, -2.894], [1.433, -0.752, -2.980], [-2.603, -0.162, 0.332], [-3.565, -0.065, 0.518], [-2.425, -1.043, 0.570], [1.411, -2.628, 1.950], [1.050, -3.528, 1.807], [0.657, -2.117, 2.236], [-1.128, -1.514, 2.867], [-1.253, -1.961, 2.047], [-1.646, -2.122, 3.465], [2.628, 0.394, -2.673], [3.588, 0.517, -2.910], [2.673, 0.592, -1.769], [0.564, 2.053, -1.475], [1.181, 2.766, -1.476], [0.382, 1.903, -2.426], [1.137, 0.599, 2.760], [0.684, 0.104, 2.092], [1.089, 0.025, 3.497], [-1.159, 3.002, 0.766], [-1.419, 2.899, -0.153], [-1.780, 3.678, 0.999], [3.204, -1.435, 0.312], [4.013, -1.847, 0.710], [2.404, -1.972, 0.527], [0.272, -2.510, -0.853], [0.257, -2.377, -1.749], [0.326, -1.686, -0.386], [1.508, 2.768, 1.123], [1.598, 2.143, 1.882], [0.630, 2.665, 0.796], [-1.939, 1.138, 2.727], [-1.813, 1.337, 1.839], [-1.917, 0.167, 2.635], [-1.902, -0.150, -2.644], [-2.628, -0.196, -2.079], [-2.113, -0.397, -3.562], [-2.133, 2.565, -1.877], [-1.658, 1.790, -2.119], [-2.724, 2.544, -2.625], [-2.000, -2.705, 0.553], [-1.629, -2.728, -0.298], [-2.180, -3.672, 0.736], [0.051, -0.131, 0.300], [0.296, 0.543, -0.308], [-0.924, -0.020, 0.253]],
  "lowdin_charge": [-0.079, 0.009, -0.045, -0.069, -0.018, -0.022, -0.036, 0.122, -0.035, -0.043, 0.080, -0.014, -0.046, -0.025, 0.119, -0.053, 0.106, -0.043, -0.032, 0.063, 0.083, -0.018, -0.023, 0.036, -0.027, 0.005, 0.067, -0.083, 0.082, 0.010, -0.022, -0.030, -0.026, -0.057, 0.045, -0.031, -0.055, -0.068, -0.012, -0.019, 0.006, 0.095, -0.035, -0.028, 0.054, -0.049, 0.013, 0.130, -0.023, 0.014, 0.026],
  "e_above_lowest_kcal_mol": 34.28,
  "molar_mass_g_mol": 306.3,
  "total_charge": 0,
  "multiplicity": 1
}